Computed, not measured: a 10-piece molecular cluster, C20H65N5O10 overall at a distorted geometry, with ωB97M-V with the def2-TZVPD basis set.

XYZ file:
```
100
C20H65N5O10, DFT ωB97M-V with the def2-TZVPD basis set
C -0.8124 -0.5091 4.7180
O -1.4025 0.6438 5.2429
C -2.3937 1.2457 4.4355
C -3.8387 0.7581 4.5829
C -4.0139 -0.6643 4.0681
N -4.7520 1.6250 3.8586
H -1.4437 -1.4004 4.6367
H -0.0254 -0.8394 5.4043
H -0.2893 -0.3923 3.7598
H -2.3540 2.3014 4.7412
H -2.1514 1.3257 3.3600
H -4.0769 0.8119 5.6499
H -5.0612 -0.8703 3.8456
H -3.6775 -1.4279 4.7683
H -3.4271 -0.7922 3.1550
H -4.6166 2.6143 4.0000
H -4.7673 1.3772 2.8787
C -2.7282 -7.1565 -2.6211
O -1.4189 -6.6420 -2.7538
C -0.6744 -6.8234 -1.5462
C 0.8053 -6.7071 -1.8491
C 1.6736 -6.8258 -0.6139
N 1.0839 -5.4027 -2.5126
H -3.2757 -6.7561 -1.7653
H -2.7098 -8.2508 -2.6278
H -3.2813 -6.8641 -3.5182
H -1.0017 -6.0477 -0.8418
H -0.8948 -7.8110 -1.1202
H 1.1058 -7.4563 -2.5847
H 1.4339 -7.7360 -0.0547
H 1.4590 -6.0004 0.0681
H 2.7310 -6.8295 -0.8617
H 0.5971 -5.4297 -3.4028
H 0.6471 -4.6629 -1.9717
C 4.2071 3.3545 0.5184
O 2.8772 2.9321 0.7334
C 2.5700 2.8225 2.1220
C 1.0627 2.7559 2.2813
C 0.3361 4.0848 2.0276
N 0.8138 2.3422 3.6672
H 4.4999 3.1451 -0.5096
H 4.8710 2.8988 1.2564
H 4.2951 4.4485 0.6043
H 2.9671 1.8463 2.4469
H 3.0683 3.6041 2.6997
H 0.7164 2.0220 1.5401
H -0.2575 4.0517 1.1109
H 1.0551 4.8846 1.8154
H -0.2656 4.3866 2.8786
H -0.1167 2.0291 3.8944
H 1.4925 1.6416 3.9334
C 1.3594 0.8904 -1.4443
O 0.6069 -0.2005 -0.9345
C -0.5769 -0.4370 -1.7096
C -1.5174 -1.3019 -0.8748
C -1.7621 -0.7531 0.5094
N -1.0194 -2.6774 -0.7497
H 0.8872 1.8584 -1.2675
H 1.6338 0.6784 -2.4822
H 2.2848 0.9678 -0.8687
H -1.0586 0.5175 -1.9479
H -0.2578 -0.9389 -2.6296
H -2.4186 -1.3293 -1.4980
H -2.3862 -1.4292 1.0923
H -2.2746 0.2097 0.4516
H -0.8247 -0.6204 1.0504
H -0.2125 -2.8054 -0.1429
H -0.7616 -3.1236 -1.6227
C 1.0000 4.4979 -1.9893
O 1.3385 5.8238 -2.3128
C 2.6005 6.2093 -1.8073
C 2.9474 7.5573 -2.4186
C 3.4225 7.4667 -3.8544
N 3.9680 8.2764 -1.5885
H 0.7040 4.3876 -0.9386
H 1.9026 3.8688 -2.0647
H 0.2606 4.0872 -2.6709
H 2.5206 6.2998 -0.7158
H 3.3782 5.4811 -2.0756
H 2.0641 8.1952 -2.3625
H 2.5802 7.2910 -4.5245
H 4.1900 6.6983 -3.9663
H 3.8498 8.4175 -4.1803
H 4.1154 7.7398 -0.7335
H 4.8826 8.1815 -2.0285
O -1.9480 -3.3157 -4.5216
H -1.9096 -3.9825 -3.8268
H -1.0317 -3.1780 -4.7791
O -5.7284 -2.2604 -0.6282
H -4.8281 -2.6137 -0.5663
H -6.0993 -2.6903 -1.4029
O -3.4612 -3.9796 -0.2593
H -3.3357 -4.6233 0.4423
H -2.6190 -3.4716 -0.2976
O 1.7342 -3.6098 0.5547
H 1.8318 -3.4399 -0.3935
H 2.2292 -2.8987 0.9723
O 2.5153 -2.1406 -1.6282
H 1.8574 -1.4786 -1.3668
H 2.7260 -1.9576 -2.5470
```

Results
Total energy ... -49717.41840 eV
HOMO energy ... -9.178 eV
LUMO energy ... 0.2 eV
ΔE to the lowest compared entry with this formula, charge and spin ... 21.6 kcal per mole
SMILES ... COC[C@H](C)N.COC[C@H](C)N.COC[C@H](C)N.COC[C@H](C)N.COC[C@H](C)N.O.O.O.O.O

Computed, not measured: a 10-piece molecular cluster, C20H65O25P5 overall at a distorted geometry, with ωB97M-V with the def2-TZVPD basis set.

XYZ file:
```
115
C20H65O25P5, DFT ωB97M-V with the def2-TZVPD basis set
C -17.8154 -16.8920 -11.9646
O -18.4706 -17.6202 -10.9083
P -18.6337 -19.1635 -10.7953
O -18.8093 -19.6455 -9.4342
O -19.8622 -19.5061 -11.7359
C -20.4722 -20.7871 -11.6001
O -17.3466 -19.6994 -11.5467
C -16.8469 -21.0165 -11.3532
H -18.5046 -16.1920 -12.4295
H -17.4496 -17.5509 -12.7536
H -16.9663 -16.3878 -11.5130
H -21.5522 -20.6719 -11.6567
H -20.2107 -21.2597 -10.6531
H -20.1649 -21.4510 -12.4115
H -17.0772 -21.6185 -12.2387
H -17.2101 -21.4611 -10.4310
H -15.7556 -21.0044 -11.3556
C -16.0064 -18.2133 -20.0626
O -17.1296 -17.7982 -19.2594
P -16.8520 -17.1617 -17.8540
O -16.0198 -17.9742 -16.9770
O -16.2792 -15.7033 -18.1554
C -16.8041 -14.9762 -19.2557
O -18.3166 -16.9118 -17.3536
C -18.7865 -15.7737 -16.6380
H -16.0636 -19.2945 -20.1524
H -15.0534 -17.9293 -19.6199
H -16.1292 -17.7442 -21.0358
H -16.6143 -13.9192 -19.0807
H -17.8841 -15.1098 -19.3672
H -16.3434 -15.2685 -20.2002
H -19.7502 -15.4783 -17.0543
H -18.0637 -14.9628 -16.6476
H -19.0288 -16.0789 -15.6186
C -21.3476 -15.5827 -13.7762
O -21.1596 -14.2746 -13.2333
P -21.4705 -13.9883 -11.7116
O -21.6670 -12.5797 -11.4016
O -22.6486 -14.9705 -11.3558
C -24.0372 -14.6343 -11.4034
O -20.2526 -14.6500 -10.9809
C -20.1925 -14.9865 -9.5799
H -22.3833 -15.9061 -13.7588
H -20.6993 -16.3243 -13.2982
H -21.0013 -15.5676 -14.8063
H -24.1945 -13.6167 -11.7661
H -24.4778 -14.8314 -10.4338
H -24.4860 -15.2516 -12.1857
H -20.3611 -16.0398 -9.4076
H -20.8571 -14.3530 -8.9897
H -19.1964 -14.6557 -9.2930
C -22.7247 -20.2437 -15.3028
O -22.8263 -19.6564 -16.5810
P -21.6917 -18.6892 -17.0851
O -21.4844 -17.5136 -16.2405
O -22.1961 -18.4408 -18.5344
C -21.5981 -17.3682 -19.2757
O -20.4060 -19.5808 -17.2979
C -19.4240 -19.6768 -16.2650
H -22.6480 -21.3293 -15.3619
H -23.6046 -19.9966 -14.7044
H -21.8795 -19.8540 -14.7324
H -21.5672 -17.6649 -20.3159
H -20.6035 -17.1147 -18.8950
H -22.1692 -16.4490 -19.1284
H -19.6601 -20.5050 -15.5903
H -19.3125 -18.7367 -15.7339
H -18.4728 -19.9762 -16.7041
C -30.3630 -17.2464 -15.1932
O -29.4248 -16.5585 -14.3640
P -27.9329 -16.3796 -14.8616
O -27.7916 -15.6767 -16.1198
O -27.3794 -17.8544 -14.8166
C -25.9987 -18.1747 -14.6022
O -27.2807 -15.6132 -13.6462
C -27.5802 -16.0011 -12.3069
H -31.3658 -16.9372 -14.9323
H -30.2019 -18.3244 -15.1124
H -30.1607 -17.0326 -16.2486
H -25.7053 -18.9404 -15.3182
H -25.9133 -18.6019 -13.6035
H -25.3694 -17.2985 -14.7440
H -28.5997 -15.6846 -12.0807
H -26.8909 -15.5792 -11.5845
H -27.5730 -17.0907 -12.2087
C -19.5581 -15.7246 -5.5926
O -19.2579 -16.2240 -6.8959
H -20.6037 -15.9033 -5.3188
H -18.9564 -16.2416 -4.8373
H -19.3202 -14.6670 -5.5573
H -19.2254 -17.1839 -6.8405
C -16.3007 -13.2255 -8.0605
O -16.9151 -12.0903 -7.4754
H -15.5743 -13.6113 -7.3485
H -17.0378 -13.9927 -8.3093
H -15.7387 -12.9511 -8.9623
H -17.6096 -11.7862 -8.0715
C -19.7335 -10.3194 -10.0380
O -18.5228 -10.0973 -9.3367
H -20.5443 -9.7251 -9.6194
H -19.6920 -10.2060 -11.1213
H -20.0458 -11.3596 -9.8907
H -17.7727 -10.0807 -9.9341
C -23.1628 -18.9266 -10.8127
O -24.0699 -17.9044 -10.4011
H -23.5432 -19.3849 -11.7227
H -22.1730 -18.5030 -11.0238
H -23.0065 -19.6695 -10.0236
H -23.5685 -17.4020 -9.7437
C -23.8619 -15.9056 -7.5254
O -22.7183 -16.5238 -8.1091
H -23.5939 -15.3707 -6.6089
H -24.2155 -15.1254 -8.1971
H -24.6565 -16.6282 -7.3372
H -22.2977 -17.0958 -7.4608
```

Results
Total energy ... -119435.24805 eV
HOMO energy ... -9.765 eV
LUMO energy ... 0.4 eV
ΔE to the lowest compared entry with this formula, charge and spin ... 0.0 kcal per mole
SMILES ... COP(=O)(OC)OC.COP(=O)(OC)OC.COP(=O)(OC)OC.COP(=O)(OC)OC.COP(=O)(OC)OC.CO.CO.CO.CO.CO

Computed, not measured: a 13-piece molecular cluster, C20H66N6O13 overall at a distorted geometry, with ωB97M-V with the def2-TZVPD basis set.

XYZ file:
```
105
C20H66N6O13, DFT ωB97M-V with the def2-TZVPD basis set
C 4.8480 19.4803 4.6163
C 5.7248 19.9141 5.8284
O 7.0343 20.0231 5.3527
H 4.8003 20.2949 3.9345
H 3.8281 19.3681 5.0132
H 5.0169 18.5347 4.0922
H 5.8174 19.1701 6.6124
H 5.4243 20.8681 6.2369
H 7.5732 20.2766 6.1512
C 15.3190 15.9046 3.8215
C 14.1501 14.9130 3.5960
O 12.9644 15.5745 4.0200
H 16.3103 15.4382 3.6928
H 15.3534 16.4010 4.7997
H 15.2987 16.5798 2.9213
H 14.3337 14.0365 4.2854
H 14.0996 14.4548 2.6049
H 13.1009 15.9188 4.8714
C 12.9959 19.0831 8.6898
C 13.1722 20.5467 8.2727
O 12.7065 20.8996 7.0329
H 11.9099 18.8523 8.6450
H 13.2466 18.9135 9.7319
H 13.6435 18.5088 8.0602
H 14.2267 20.8116 8.4462
H 12.6188 21.1733 8.9341
H 13.0068 20.3310 6.3551
C 6.7676 15.9517 2.5957
C 7.3446 17.2420 3.1875
O 7.0800 17.2551 4.5859
H 5.7330 16.0750 2.5306
H 7.1452 15.0070 3.0160
H 7.0014 15.9143 1.5203
H 6.9392 18.0653 2.6192
H 8.3595 17.4297 3.0192
H 7.1346 18.1455 4.9748
C 9.1380 13.3233 4.8059
C 9.6368 14.7860 4.7350
O 9.1055 15.6663 5.6531
H 9.2921 12.8515 5.8120
H 9.7555 12.7865 4.2019
H 8.0258 13.3124 4.5301
H 9.3893 15.1037 3.7165
H 10.7566 14.8361 4.6719
H 8.4988 16.3164 5.2044
C 6.9855 20.9407 1.9550
C 8.4107 20.8576 2.4024
O 8.8084 22.1277 2.8534
H 6.6034 19.8856 1.7279
H 7.0406 21.4827 1.0398
H 6.3029 21.3398 2.6977
H 9.1021 20.6352 1.6180
H 8.5607 20.1758 3.2632
H 9.2896 22.1024 3.6772
C 11.9568 14.4648 7.3317
C 12.1007 15.9807 7.1844
O 13.3864 16.2839 6.7433
H 10.9225 14.1339 7.6122
H 12.7719 14.0989 8.0261
H 12.0369 14.0296 6.3897
H 11.7870 16.4572 8.1188
H 11.4407 16.3940 6.4725
H 13.2446 17.1452 6.3074
C 11.5793 14.7296 1.0644
O 12.0098 13.5886 1.7185
N 11.7421 15.8181 1.7456
N 11.1629 14.8161 -0.1230
H 12.2602 15.7946 2.6439
H 11.2324 16.7024 1.5748
H 11.3661 13.9661 -0.6490
H 10.8906 15.6172 -0.6967
C 14.1713 18.8945 4.2202
O 13.7539 18.8620 5.5236
N 13.2855 18.7783 3.2951
N 15.3878 19.0334 3.7226
H 12.3253 18.4317 3.5650
H 13.5536 18.6135 2.3372
H 16.1198 18.7849 4.4230
H 15.5515 19.2010 2.6959
C 9.1277 21.5517 6.9796
O 9.4919 22.2864 5.8086
N 7.8975 21.5187 7.4213
N 9.9293 20.7567 7.6408
H 7.2602 22.2001 6.9660
H 7.6008 20.9501 8.2383
H 10.8964 20.8440 7.2472
H 9.7480 20.3106 8.5498
C 10.3927 18.8183 5.1336
O 10.7819 17.8111 4.1329
H 10.8749 19.7747 4.8767
H 10.8566 18.6022 6.0694
H 9.3289 18.8943 5.2573
H 10.3915 16.9859 4.3191
C 8.6550 17.8797 8.0394
O 8.2940 16.5138 8.2383
H 8.5195 18.4340 8.9020
H 8.0613 18.2681 7.2502
H 9.7448 17.9711 7.8895
H 8.3655 16.0624 7.3884
C 12.4079 22.3354 3.8463
O 12.5888 21.4186 2.8299
H 13.4085 22.4685 4.2053
H 11.7344 21.9938 4.6368
H 12.0378 23.3093 3.5801
H 13.0109 20.6377 3.1315
```

Results
Total energy ... -57364.25886 eV
HOMO energy ... -8.931 eV
LUMO energy ... 0.2 eV
ΔE to the lowest compared entry with this formula, charge and spin ... 0.0 kcal per mole

Computed, not measured: C20H68O24P4 as an isolated structure at a distorted geometry, with ωB97M-V with the def2-TZVPD basis set.

XYZ file:
```
116
C20H68O24P4, DFT ωB97M-V with the def2-TZVPD basis set
C 1.5451 -0.0217 1.4563
O 2.8499 -0.0530 1.9338
H 1.0905 0.9053 1.8058
H 1.4604 0.0599 0.3727
H 0.9405 -0.8861 1.7308
H 2.9750 -0.5863 2.7221
C 1.9789 2.6968 -2.9594
O 2.9125 1.8184 -3.3861
H 1.1634 2.9397 -3.6407
H 1.5803 2.2595 -2.0439
H 2.4073 3.6756 -2.7439
H 3.1574 2.0887 -4.2741
C -0.4302 -0.4042 -4.6458
O 0.8026 -0.9696 -4.9553
H -0.6076 -0.3812 -3.5706
H -0.1962 0.6100 -4.9693
H -1.2621 -0.7557 -5.2562
H 0.7816 -1.9225 -5.0693
C -0.1262 3.5966 0.9377
O 0.4154 3.5358 2.2619
H 0.6436 3.4804 0.1748
H -0.8123 2.7755 0.7300
H -0.6650 4.5399 0.8483
H 0.2723 2.6363 2.5651
C 2.6222 1.3214 -0.6306
O 3.7715 1.6856 -1.3296
H 2.8274 0.8125 0.3112
H 2.1073 2.2622 -0.4361
H 1.9172 0.7036 -1.1868
H 3.4759 1.7316 -2.2418
C 2.1332 -2.0659 -3.8726
O 1.6555 -3.2230 -4.5244
H 2.9146 -2.4192 -3.1999
H 2.5005 -1.2101 -4.4391
H 1.3440 -1.7413 -3.1945
H 1.4669 -3.9590 -3.9376
C 1.6286 -3.9769 -1.6622
O 2.1563 -4.2524 -2.9286
H 0.9281 -4.7735 -1.4113
H 2.5385 -4.1669 -1.0929
H 1.1634 -3.0125 -1.4587
H 2.7487 -5.0046 -2.8589
C 0.2171 -5.3127 0.7428
O -0.2674 -4.1074 1.3933
H 0.7535 -5.1874 -0.1978
H 0.9797 -5.6634 1.4383
H -0.5287 -6.1024 0.6520
H -0.1640 -4.2217 2.3408
C -1.2518 2.2145 -1.5961
O -0.5848 2.4272 -2.8563
P -1.0259 3.6836 -3.7571
O -2.4883 3.9237 -3.6708
O -0.0765 4.8498 -3.1811
C -0.1743 6.1693 -3.5794
O -0.5087 3.3536 -5.2635
C -1.0973 2.2484 -5.8917
H -0.5282 2.2056 -0.7810
H -1.5016 1.1547 -1.5453
H -2.0047 2.9586 -1.3359
H -0.4754 6.8557 -2.7881
H -1.0026 6.3545 -4.2633
H 0.7364 6.5111 -4.0712
H -1.3890 1.3611 -5.3298
H -0.1812 1.9710 -6.4131
H -1.9591 2.3747 -6.5471
C 3.0746 -3.1331 4.4846
O 2.2589 -3.6217 3.4991
P 0.5943 -3.6830 3.9056
O -0.2429 -4.6189 3.1608
O 0.1544 -2.1670 3.7614
C -0.4083 -1.6590 2.5746
O 0.6265 -3.9832 5.5132
C -0.5799 -4.2999 6.2042
H 2.7733 -2.1311 4.7900
H 4.1396 -3.1396 4.2526
H 2.9647 -3.8342 5.3119
H -1.1519 -0.8994 2.8155
H -0.7880 -2.4889 1.9787
H 0.3120 -1.1235 1.9561
H -0.6669 -5.3534 6.4700
H -1.4416 -4.1038 5.5662
H -0.7961 -3.5598 6.9747
C -4.5935 3.9435 4.2978
O -4.4919 2.6183 3.8686
P -3.0887 1.9924 3.2410
O -2.4325 2.7840 2.1414
O -3.5367 0.4996 2.8037
C -4.6365 0.1318 1.9596
O -2.1813 1.7818 4.6032
C -0.8484 1.3319 4.5206
H -5.2628 4.6068 3.7499
H -3.5937 4.3758 4.2567
H -4.9034 3.9648 5.3426
H -5.4879 0.0053 2.6283
H -4.2468 -0.7562 1.4619
H -4.7974 0.8003 1.1138
H -0.1523 1.8113 5.2088
H -0.5623 1.5254 3.4868
H -0.7208 0.2584 4.6598
C 0.7635 0.1319 -2.7376
O 1.0297 -0.2277 -1.3500
P -0.2203 -0.2867 -0.3392
O -1.5852 -0.1410 -0.9814
O 0.0599 -1.6517 0.5047
C -0.3351 -2.8897 0.0582
O 0.0929 0.9273 0.6980
C -0.8660 1.1392 1.7374
H 1.0247 -0.5823 -3.5186
H 1.5034 0.9114 -2.9191
H -0.2631 0.4271 -2.9544
H -0.3440 -2.9919 -1.0269
H -1.3185 -3.1326 0.4609
H 0.3448 -3.6145 0.5061
H -1.0290 0.2303 2.3167
H -1.8150 1.4469 1.2982
H -0.5826 2.0561 2.2541
```

Results
Total energy ... -108100.04411 eV
HOMO energy ... -6.788 eV
LUMO energy ... 0.2 eV
ΔE to the lowest compared entry with this formula, charge and spin ... 996.3 kcal per mole

Q: Which frontier orbital gap values were calculated for the entries above? A: 9.36 10.14 9.13 6.96, in eV.